C22H41BCrN6O3SSi as an isolated structure, computed with ωB97M-V/def2-TZVPD.

Structure (XYZ):
```
76
Properties=species:S:1:pos:R:3:mulliken_charge:R:1
C 3.073 -0.448 -0.424 -0.299
N 1.781 -0.335 -0.799 0.824
N 1.765 -0.047 -2.154 -0.270
C 3.026 -0.037 -2.620 0.034
C 3.885 -0.269 -1.549 -1.186
B 0.437 0.167 -2.907 0.112
N -0.432 -1.061 -2.558 -0.371
N -0.613 -1.472 -1.244 0.649
C -1.385 -2.583 -1.264 -0.299
C -1.669 -2.898 -2.594 -1.296
C -1.046 -1.927 -3.372 -0.012
Cr 0.206 -0.744 0.392 -0.618
N -0.236 1.488 -2.385 -0.038
N -0.580 1.566 -1.068 0.109
C -1.036 2.785 -0.804 -0.198
C -1.046 3.522 -2.018 -1.138
C -0.534 2.658 -2.997 -0.099
H -1.314 3.059 0.200 0.557
H -0.357 2.755 -4.056 0.478
H -1.386 4.538 -2.135 0.408
H 0.610 0.234 -4.088 -0.032
H -1.006 -1.803 -4.445 0.481
H 3.219 0.124 -3.673 0.480
H -2.252 -3.729 -2.926 0.447
H 4.958 -0.311 -1.572 0.434
H -1.701 -3.067 -0.353 0.631
H 3.343 -0.617 0.607 0.491
H -1.549 0.248 0.904 0.038
C -1.567 -0.818 1.295 0.029
H -2.379 -1.364 0.770 0.864
H -0.572 -1.546 1.382 0.199
H -1.776 -0.729 2.379 0.039
C 1.387 3.931 5.630 -1.784
C 1.979 2.584 5.239 1.984
C 2.828 2.746 3.988 -1.733
C 2.823 2.043 6.385 -1.730
O 0.889 1.644 5.035 0.294
Si 0.110 0.811 3.834 -0.901
S 1.218 0.451 2.159 0.012
O -0.395 -0.622 4.520 0.150
C 0.356 -1.500 5.405 1.544
C 1.750 -1.759 4.846 -1.221
C 0.444 -0.869 6.789 -1.299
C -0.425 -2.809 5.472 -1.777
O -1.270 1.648 3.466 0.534
C -2.376 2.046 4.324 1.496
C -3.638 1.993 3.466 -1.710
C -2.529 1.129 5.529 -1.452
C -2.143 3.476 4.802 -1.336
H 2.202 4.642 5.825 0.513
H 0.789 3.845 6.546 0.357
H 0.767 4.339 4.822 0.339
H 3.631 3.470 4.196 0.519
H 3.289 1.796 3.690 0.349
H 2.230 3.123 3.150 0.348
H 2.225 1.958 7.302 0.384
H 3.251 1.061 6.138 0.286
H 3.653 2.734 6.584 0.508
H 2.369 -0.852 4.854 0.049
H 2.248 -2.512 5.474 0.570
H 1.694 -2.136 3.818 0.198
H -0.559 -0.705 7.200 0.332
H 0.988 -1.543 7.468 0.505
H 0.977 0.089 6.749 0.078
H -1.435 -2.644 5.867 0.372
H -0.503 -3.267 4.478 0.350
H 0.090 -3.517 6.136 0.432
H -3.838 0.970 3.124 0.357
H -4.503 2.331 4.054 0.423
H -3.542 2.649 2.591 0.339
H -1.667 1.202 6.205 0.132
H -3.417 1.441 6.100 0.602
H -2.678 0.085 5.226 0.279
H -1.263 3.534 5.455 0.081
H -2.005 4.151 3.948 0.319
H -3.015 3.820 5.375 0.464
```

- expectation value of S² = 6.0797
- frontier orbital gap (spin up / spin down) (eV) = 4.6 / 3.7
- strongest force on any atom (eV Å⁻¹) = 9.04
- charge = +2
- spin multiplicity = 5

=====

An isolated ion of composition C2H5N4 and charge +1, computed with ωB97M-V/def2-TZVPD.

Structure (XYZ):
```
11
Properties=species:S:1:pos:R:3:mulliken_charge:R:1
C -1.543 -0.597 -0.032 -0.025
C -0.504 1.220 -0.287 0.059
N -1.749 0.641 -0.125 -0.346
N -0.252 -1.029 0.023 -0.175
N 0.421 0.220 -0.107 0.594
N 1.784 0.335 -0.045 -0.797
H -2.341 -1.405 0.145 0.356
H -0.323 2.234 -0.452 0.442
H 0.244 -1.936 0.040 0.283
H 2.042 0.851 0.887 0.326
H 2.220 -0.535 -0.047 0.282
```

- frontier orbital gap (eV) = 10.6
- strongest force on any atom (eV Å⁻¹) = 6.40
- charge = +1
- SMILES string = N[n+]1cnc[nH]1